An isolated molecule of C4H5N3, computed with ωB97M-V with the def2-TZVPD basis set.

Each line ends with the natural charge from an NBO analysis.
Atoms and positions in Å:
C (0.658, 0.676, 0.290)  0.5441
C (-0.451, -1.309, 0.606)  0.1102
C (-1.173, -1.120, -0.624)  -0.3593
C (-0.803, -0.036, -1.308)  0.0710
H (1.798, 2.414, 0.358)  0.4014
H (2.039, 1.164, 1.549)  0.3977
H (-0.676, -2.127, 1.281)  0.1935
H (-2.045, -1.803, -0.889)  0.2319
H (-1.230, 0.094, -2.346)  0.1957
N (1.349, 1.633, 0.918)  -0.7820
N (0.386, -0.419, 1.077)  -0.4939
N (0.148, 0.833, -0.913)  -0.5102

Its multiplicity is 1. As for the frontier orbital gap: 10.0182 eV. As for the highest occupied orbital energy: -9.00 eV. As for the structure (SMILES): Nc1ncccn1. For the lowest unoccupied orbital energy, the calculation gives 1.019 eV.

A structure of composition C8H8NO6Sr, computed with ωB97M-V with the def2-TZVPD basis set.

Each line ends with the natural charge from an NBO analysis.
Atoms and positions in Å:
O (-0.065, 5.323, -3.352)  -0.4802
C (-0.041, 4.455, -4.096)  0.4820
Sr (-0.557, 0.240, -1.451)  1.6246
C (0.022, -1.876, -3.482)  0.1400
O (-0.134, -3.048, -3.663)  -0.4237
C (-0.652, -1.019, -4.713)  0.6298
O (-0.689, -0.365, -5.651)  -0.3163
C (1.835, -0.554, -2.428)  0.4274
O (2.661, -0.587, -3.222)  -0.4294
C (-2.711, -0.749, -2.872)  0.4395
O (-3.505, -0.985, -3.665)  -0.3866
H (-0.547, 2.076, -0.780)  -0.7379
C (-0.905, 0.313, 3.384)  -0.4204
N (0.415, -0.286, 3.137)  -0.3799
C (1.292, -0.575, 4.279)  -0.4189
C (0.806, -0.531, 1.874)  0.5599
O (0.086, -0.284, 0.858)  -0.8036
H (-1.026, 0.383, 4.470)  0.2194
H (-1.695, -0.325, 2.951)  0.2185
H (-0.964, 1.319, 2.930)  0.2331
H (1.574, -1.645, 4.281)  0.2193
H (2.222, 0.022, 4.217)  0.2209
H (0.753, -0.329, 5.205)  0.2306
H (1.826, -0.974, 1.789)  0.1518

Its multiplicity is 1. As for the frontier orbital gap: 5.4390 eV. As for the highest occupied orbital energy: -10.83 eV. As for the charge: +1. For the lowest unoccupied orbital energy, the calculation gives -5.393 eV.

A structure of composition C23H34AuGeI2N4O, computed with ωB97M-V with the def2-TZVPD basis set.

Each line ends with the natural charge from an NBO analysis.
Atoms and positions in Å:
Au (-0.321, -0.450, 0.126)  1.3293
I (2.968, 4.603, 4.460)  0.1575
C (1.529, 3.238, 3.745)  -0.1876
C (0.257, 3.691, 3.416)  -0.2690
C (-0.621, 2.817, 2.826)  -0.2449
I (-2.565, 3.413, 2.291)  0.1584
C (-0.275, 1.468, 2.506)  0.4020
O (-1.056, 0.772, 1.795)  -0.8174
C (0.977, 0.996, 3.033)  -0.1615
C (1.227, -0.491, 3.048)  -0.2514
N (1.489, -1.085, 1.738)  -0.6536
C (1.399, -2.540, 1.760)  -0.2690
C (-0.028, -3.019, 1.905)  0.2205
C (-0.325, -4.294, 2.375)  -0.2346
C (-1.653, -4.667, 2.508)  -0.1184
C (-2.648, -3.748, 2.204)  -0.2420
C (-2.265, -2.506, 1.732)  0.0733
N (-0.993, -2.176, 1.568)  -0.4748
C (1.858, 1.887, 3.602)  -0.2209
H (-0.038, 4.707, 3.614)  0.2459
H (0.310, -0.959, 3.420)  0.2139
H (2.045, -0.711, 3.750)  0.2037
H (2.399, -0.794, 1.395)  0.3912
H (1.997, -2.976, 2.573)  0.2133
H (1.795, -2.906, 0.809)  0.2313
H (0.468, -4.984, 2.618)  0.2392
H (-1.909, -5.659, 2.853)  0.2405
H (-3.691, -3.992, 2.328)  0.2471
H (-2.982, -1.737, 1.491)  0.2260
H (2.820, 1.543, 3.957)  0.2253
C (-2.177, -0.294, -3.497)  -1.0749
Ge (-1.444, -1.964, -2.710)  1.5366
C (-2.921, -2.942, -1.831)  -1.0733
C (-0.713, -3.032, -4.233)  -1.0460
C (0.074, -1.738, -1.462)  -1.0374
H (-3.096, -0.557, -4.014)  0.2484
H (-1.502, 0.144, -4.227)  0.2309
H (-2.423, 0.447, -2.742)  0.2250
H (-3.667, -3.222, -2.572)  0.2476
H (-3.406, -2.322, -1.083)  0.2254
H (-2.563, -3.848, -1.350)  0.2306
H (-1.506, -3.217, -4.952)  0.2425
H (-0.325, -3.984, -3.890)  0.2326
H (0.086, -2.492, -4.729)  0.2316
H (0.971, -1.408, -1.976)  0.2163
H (0.290, -2.708, -1.021)  0.2094
C (1.835, 2.038, -0.213)  -0.2784
C (2.383, 3.364, -0.829)  -0.2418
N (1.529, 3.745, -1.925)  -0.4080
C (1.558, 2.743, -2.959)  -0.2445
C (1.061, 1.391, -2.360)  -0.2640
N (0.674, 1.606, -0.975)  -0.3891
C (-0.375, 2.611, -0.919)  -0.2804
C (0.180, 3.960, -1.464)  -0.2467
H (1.539, 2.184, 0.826)  0.2428
H (2.590, 1.251, -0.252)  0.2016
H (3.399, 3.233, -1.202)  0.2135
H (2.391, 4.169, -0.094)  0.2243
H (2.578, 2.653, -3.334)  0.2158
H (0.920, 3.070, -3.781)  0.2164
H (1.854, 0.643, -2.390)  0.2059
H (0.200, 1.005, -2.904)  0.2201
H (-0.704, 2.716, 0.112)  0.2449
H (-1.219, 2.264, -1.515)  0.2116
H (0.191, 4.725, -0.687)  0.2206
H (-0.426, 4.329, -2.291)  0.2167

Its multiplicity is 1. As for the frontier orbital gap (alpha / beta): 4.6084 / 4.6075 eV. As for the highest occupied orbital energy (alpha / beta): -9.95 / -9.95 eV. As for the charge: +1. For the lowest unoccupied orbital energy (alpha / beta), the calculation gives -5.346 / -5.346 eV.

An isolated molecule of C4H7NS, computed with ωB97M-V with the def2-TZVPD basis set.

Each line ends with the natural charge from an NBO analysis.
Atoms and positions in Å:
C (1.349, 1.069, 0.373)  0.2688
C (0.431, 0.481, 2.382)  -0.9106
C (-1.212, -0.417, -1.238)  -0.6326
C (0.327, -0.529, -1.246)  -0.2432
N (0.980, 0.401, -0.470)  -0.3947
S (1.103, 1.891, 1.955)  0.3794
H (-0.580, 0.393, 2.115)  0.1951
H (1.054, -0.047, 3.069)  0.2115
H (-1.737, -1.415, -1.555)  0.2272
H (-1.635, -0.284, -0.211)  0.2329
H (-1.562, 0.345, -2.011)  0.2252
H (0.786, -0.403, -2.328)  0.2148
H (0.696, -1.485, -0.835)  0.2261

Its multiplicity is 1. As for the frontier orbital gap (alpha / beta): 7.5634 / 7.5620 eV. As for the highest occupied orbital energy (alpha / beta): -6.99 / -6.99 eV. For the lowest unoccupied orbital energy (alpha / beta), the calculation gives 0.572 / 0.572 eV.